No. 1
Entry from the Open Molecules 2025 dataset: a cluster of 7 separate species, C16H53NO21P5 in total at a distorted geometry (wB97M-V/def2-TZVPD).

Calculated values
**HOMO level (alpha / beta)**: -0.0376 / -0.3747 Eh
**M**: 750.46 g mol⁻¹
**Total charge**: 0
**LUMO energy (alpha / beta)**: 0.55 / 0.55 eV
**Expectation value of S²**: 0.750
**Gap between HOMO and LUMO (alpha / beta)**: 1.57 / 10.74 eV
**Spin multiplicity**: 2

Geometry (Å):
N -0.52 0.98 -0.42
H -1.10 0.92 0.40
H 0.44 1.03 -0.12
H -0.76 1.86 -0.86
H -0.66 0.25 -1.10
C 2.58 4.31 0.31
O 1.85 5.25 -0.50
P 0.45 4.70 -1.11
O -0.42 3.76 -0.30
O -0.29 6.05 -1.58
C -0.45 7.17 -0.74
O 1.05 4.05 -2.48
C 0.16 3.33 -3.39
H 3.47 4.19 -0.30
H 2.09 3.34 0.38
H 2.80 4.75 1.29
H 0.24 7.95 -1.06
H -0.23 6.95 0.30
H -1.48 7.45 -0.96
H -0.89 3.59 -3.28
H 0.32 2.25 -3.31
H 0.46 3.59 -4.41
C -2.83 -3.62 -3.16
O -2.20 -4.09 -1.92
P -1.81 -3.09 -0.68
O -1.25 -1.72 -0.97
O -3.08 -3.09 0.39
C -4.25 -2.39 0.10
O -0.71 -3.98 0.11
C -0.94 -5.32 0.37
H -2.87 -2.53 -3.19
H -3.84 -3.97 -3.35
H -2.21 -4.04 -3.95
H -4.36 -2.06 -0.93
H -4.44 -1.52 0.72
H -5.10 -3.06 0.23
H -0.93 -5.89 -0.56
H -1.87 -5.37 0.94
H -0.19 -5.76 1.03
C -4.55 -0.68 4.22
O -3.99 0.08 3.16
P -2.42 0.13 2.98
O -1.99 0.99 1.81
O -1.86 0.62 4.43
C -2.09 1.92 4.90
O -1.96 -1.45 2.95
C -0.68 -1.92 3.27
H -5.46 -1.19 3.92
H -4.83 -0.01 5.04
H -3.89 -1.43 4.65
H -2.63 1.82 5.84
H -2.66 2.57 4.23
H -1.21 2.49 5.21
H -0.04 -1.04 3.19
H -0.41 -2.66 2.52
H -0.71 -2.25 4.31
C 1.91 2.17 3.63
O 2.02 0.80 3.30
P 2.64 0.30 1.89
O 1.90 0.78 0.70
O 4.23 0.76 1.97
C 5.16 0.25 1.04
O 2.70 -1.30 2.04
C 3.46 -1.91 3.09
H 2.41 2.19 4.60
H 0.85 2.41 3.78
H 2.48 2.82 2.97
H 5.93 -0.33 1.56
H 5.60 0.99 0.37
H 4.63 -0.41 0.37
H 3.77 -1.19 3.84
H 4.18 -2.61 2.67
H 2.71 -2.48 3.65
C 2.03 0.02 -5.10
O 2.79 -0.49 -4.04
P 2.04 -1.28 -2.85
O 1.05 -0.40 -2.14
O 3.23 -1.98 -1.97
C 4.18 -2.81 -2.61
O 1.44 -2.62 -3.61
C 1.02 -3.75 -2.78
H 2.61 0.88 -5.45
H 1.05 0.35 -4.77
H 1.94 -0.78 -5.83
H 4.24 -3.74 -2.05
H 5.17 -2.37 -2.44
H 3.96 -3.02 -3.65
H 0.73 -3.42 -1.79
H 1.67 -4.62 -2.81
H 0.08 -4.11 -3.21
C -3.60 0.83 -1.98
O -2.63 1.88 -2.17
H -4.08 0.87 -1.00
H -4.43 0.98 -2.67
H -3.16 -0.17 -2.10
H -2.77 2.36 -2.99

***

No. 2
Entry from the Open Molecules 2025 dataset: a structure of composition C28H45BrCrN2P2 at a distorted geometry (wB97M-V/def2-TZVPD).

Calculated values
**HOMO level (alpha / beta)**: -0.4449 / -0.4448 Eh
**M**: 603.53 g mol⁻¹
**Total charge**: +2
**LUMO energy (alpha / beta)**: -7.31 / -7.21 eV
**Expectation value of S²**: 6.038
**Gap between HOMO and LUMO (alpha / beta)**: 4.80 / 4.89 eV
**Energy relative to the best compared isomer or geometry (same formula, charge and spin)**: 0.0 kcal/mol
**Spin multiplicity**: 5

Geometry (Å):
N -0.60 -4.84 -7.71
C 0.22 -5.41 -6.82
C 0.44 -4.82 -5.56
C -0.19 -3.60 -5.20
C -1.06 -3.06 -6.18
C -1.23 -3.70 -7.42
C 0.06 -2.94 -3.91
Cr 0.06 0.01 0.40
P -1.97 0.86 4.06
C -0.48 -1.73 -3.53
C -0.52 -1.33 -2.14
C -1.69 -0.81 -1.50
C -1.96 -1.20 -0.17
C -1.07 -2.06 0.55
C 0.35 -2.07 0.04
C 0.58 -1.70 -1.33
Br -1.68 -3.30 1.87
H 0.70 -3.52 -3.22
H -1.00 -1.12 -4.27
H 1.12 -5.29 -4.86
H -1.65 -2.18 -5.95
H 0.71 -6.35 -7.10
H -1.91 -3.25 -8.16
H -2.49 -0.34 -2.09
H 1.52 -2.01 -1.77
H -2.96 -1.00 0.24
H 1.14 -2.58 0.62
P 0.79 2.13 -0.13
C -2.63 -0.78 4.48
C -3.90 -0.69 5.34
H -1.83 -1.30 5.03
H -2.81 -1.33 3.56
H -4.29 -1.70 5.56
H -3.69 -0.15 6.28
H -4.69 -0.08 4.89
C -2.73 1.46 2.51
C -3.73 2.57 2.92
H -3.23 0.65 1.97
H -1.91 1.88 1.91
H -4.38 2.86 2.07
H -4.39 2.28 3.76
H -3.17 3.43 3.31
C -0.19 0.73 3.82
C 0.50 1.57 4.89
H 0.04 1.05 2.80
H 0.07 -0.35 3.87
H 1.36 2.08 4.45
H -0.18 2.33 5.29
H 0.81 0.96 5.75
C 2.12 3.17 0.49
C 2.67 4.19 -0.52
H 2.92 2.49 0.83
H 1.72 3.68 1.37
H 3.39 3.74 -1.20
H 1.88 4.59 -1.17
H 3.15 5.02 0.01
C -0.75 3.11 -0.09
C -1.75 2.74 -1.20
H -0.48 4.17 -0.14
H -1.20 2.93 0.91
H -1.30 2.78 -2.21
H -2.13 1.72 -1.05
H -2.61 3.43 -1.19
C 1.19 1.70 -1.86
C 2.52 0.96 -2.12
H 1.13 2.63 -2.45
H 0.38 1.05 -2.23
H 2.34 0.01 -2.65
H 3.18 1.57 -2.75
H 3.07 0.70 -1.21
C 5.10 -1.00 2.48
C 4.12 -0.61 1.39
C 2.75 -0.33 1.80
N 1.57 -0.22 1.76
H 5.20 -0.23 3.23
H 6.11 -1.19 2.09
H 4.79 -1.94 2.92
H 4.56 0.27 0.91
H 4.11 -1.41 0.64

***

No. 3
Entry from the Open Molecules 2025 dataset: a cluster of 4 separate species, CH9NO5 in total at a distorted geometry (wB97M-V/def2-TZVPD).

Calculated values
**HOMO level**: -0.3968 Eh
**M**: 115.09 g mol⁻¹
**Total charge**: 0
**LUMO energy**: 0.27 eV
**SMILES**: NC(=O)O.O.O.O
**Gap between HOMO and LUMO**: 11.07 eV
**Energy relative to the best compared isomer or geometry (same formula, charge and spin)**: 23.8 kcal/mol
**Spin multiplicity**: 1

Geometry (Å):
N -0.79 2.73 -0.35
C -0.44 1.78 -1.27
O -0.59 0.62 -1.16
O 0.38 2.33 -2.20
H -1.11 2.32 0.55
H -0.39 3.65 -0.20
H 0.95 1.66 -2.46
O -1.23 -3.52 2.20
H -0.55 -4.05 2.61
H -0.75 -2.88 1.66
O -1.12 0.44 2.09
H -1.08 0.02 1.17
H -2.08 0.53 2.23
O 3.07 -2.01 -1.33
H 3.35 -1.14 -1.68
H 2.38 -2.48 -1.85